[1]
The following is a quantum chemistry calculation of C18H18AsF6N2OSTc as an isolated structure, from the OMol25 dataset.

Geometry as XYZ:
```
48
Properties=species:S:1:pos:R:3:forces:R:3
Tc 0.930154 0.489030 -1.602796 0.2 -0.2 0.7
O 2.806796 1.078306 -1.186844 0.0 0.0 -0.1
C 3.927848 0.127267 -1.321567 0.0 0.0 0.0
C 3.341543 -1.138852 -1.863456 0.0 0.0 0.0
C 4.130582 -2.206347 -2.220415 0.0 0.0 0.0
C 3.535522 -3.328678 -2.788809 0.0 0.0 0.0
C 2.154767 -3.354454 -2.985323 0.0 0.0 0.0
C 1.411019 -2.270726 -2.597893 0.0 0.0 0.0
N 1.987896 -1.178893 -2.024672 -0.2 0.2 0.0
H 3.102717 2.006085 -1.215988 0.0 0.0 0.1
H 4.377368 -0.000190 -0.336615 0.0 0.0 0.0
H 4.660227 0.555440 -2.006196 0.0 0.0 0.0
H 5.203864 -2.159057 -2.080491 0.0 0.0 0.0
H 4.148177 -4.168472 -3.094567 0.0 0.0 0.0
H 1.668311 -4.201286 -3.449879 0.0 0.0 0.0
H 0.341268 -2.226572 -2.756411 0.0 0.0 0.0
F -0.744796 0.180577 -2.596332 0.0 0.0 -0.2
As -0.648442 2.047364 -3.558703 0.0 -0.2 0.1
F -2.213504 2.258333 -3.052050 -0.1 0.1 -0.1
F -0.896355 1.189232 -4.947305 0.0 0.1 -0.1
F -0.139416 3.532745 -4.047276 0.0 0.1 -0.1
F 1.091050 1.352775 -3.494616 0.2 -0.1 -0.2
F -0.111596 2.334903 -1.807082 0.0 0.1 0.1
N 0.245892 0.063437 0.093747 -0.2 0.0 -0.2
S -1.135572 0.929968 0.700147 0.0 0.0 0.1
C -0.703290 1.515644 2.267287 0.0 -0.1 0.0
C -0.452993 0.645112 3.343824 0.1 0.1 0.0
C -0.130591 1.208016 4.559431 0.0 0.0 0.0
C -0.075346 2.602267 4.693956 0.1 0.0 0.0
C -0.331546 3.446345 3.619446 0.0 0.0 0.0
C -0.648660 2.911043 2.379837 0.1 0.0 0.1
C -2.356495 -0.359355 1.052846 -0.1 0.1 0.0
C -2.490665 -1.501738 0.331478 -0.1 -0.1 0.0
C -3.594467 -2.400733 0.631965 0.1 0.1 0.0
C -4.561435 -2.085933 1.599275 0.1 0.0 0.0
C -4.424405 -0.923294 2.311710 0.2 0.2 0.0
C -3.338915 -0.027535 2.028285 -0.2 -0.1 0.0
H 0.633500 -0.592812 0.778250 0.1 0.0 0.0
H -0.503535 -0.434011 3.242885 0.0 0.0 0.0
H 0.074262 0.571564 5.409910 0.0 0.0 0.0
H 0.175445 3.029965 5.656863 0.0 0.0 0.0
H -0.291345 4.519918 3.745282 0.0 0.0 0.0
H -0.862880 3.559603 1.538440 0.0 0.0 0.0
H -1.811838 -1.761214 -0.471099 0.0 -0.1 0.0
H -3.653023 -3.344836 0.100591 0.0 0.0 0.0
H -5.385672 -2.763274 1.787796 0.0 0.0 0.0
H -5.132758 -0.652586 3.086582 0.0 0.0 0.0
H -3.308669 0.925910 2.546553 0.0 0.0 0.0
```
Forces are in eV/Å.

Output
Net charge ... +4
LUMO level (spin up / spin down) ... -15.5 / -16.4 eV
Frontier orbital gap (spin up / spin down) ... 5.8 / 4.9 eV
HOMO level (spin up / spin down) ... -21.25 / -21.24 eV
⟨S²⟩ ... 2.0671
Max |F| ... 0.8 eV/A
Calculated total energy ... -4193.7824 Ha
Spin multiplicity ... 3

Results of the Mulliken charge analysis, in e, for atoms 1 through 5: Tc 0.771; O -0.388; C -0.136; C 0.442; C -0.871

[2]
The following is a quantum chemistry calculation of C18H18BBiF4O as an isolated structure at a distorted geometry, from the OMol25 dataset.

Geometry as XYZ:
```
43
Properties=species:S:1:pos:R:3:forces:R:3
C -2.879687 -1.572922 2.061994 -0.2 0.6 -0.4
C -2.076950 -0.785913 2.924833 -0.2 0.2 -0.8
C -1.809876 0.459646 2.279080 -0.4 -0.2 -0.8
H -1.778097 -1.062195 3.927507 0.1 -0.1 -0.2
C -2.495291 0.443615 1.002057 0.4 -0.3 0.4
C -3.143096 -0.835482 0.875568 0.5 0.4 0.7
H -3.750526 -1.136135 0.027322 0.1 0.0 0.2
H -3.275772 -2.552682 2.306327 0.3 0.1 -0.1
H -1.318998 1.331960 2.712111 -0.1 -0.4 -0.1
H -2.619890 1.303760 0.343157 0.0 -0.3 0.2
C 2.370817 -1.279169 0.881545 -0.5 -0.4 -0.2
C 2.112649 -2.357322 1.796466 0.1 -0.2 -0.8
C 1.738058 -3.499341 1.037749 0.0 0.6 -0.4
H 2.267770 -2.341843 2.874876 -0.2 0.0 -0.4
C 1.680676 -3.141301 -0.333378 0.4 0.7 0.6
C 2.072192 -1.756863 -0.452042 -0.2 -0.2 0.6
H 2.255717 -1.196471 -1.362067 0.0 -0.2 0.1
H 2.859783 -0.335976 1.116623 -0.3 -0.2 0.0
H 1.570215 -4.490598 1.450279 -0.3 0.4 -0.1
H 1.450531 -3.786549 -1.174967 0.0 0.1 0.2
Bi -0.213732 -0.972518 0.571407 -0.2 -1.1 1.9
O 0.579442 0.938219 0.130560 -0.1 1.3 -1.2
C 0.250635 2.312061 0.006647 0.9 -0.7 1.0
C -0.514012 2.605772 -1.220336 -0.1 -0.4 -0.1
H -0.309714 2.708541 0.866511 0.1 -0.2 0.0
H 1.238763 2.777759 -0.050097 -0.3 0.6 0.1
H -1.601307 2.657181 -1.137413 0.2 0.1 -0.2
H -1.713491 3.596923 -3.380505 0.2 0.1 0.0
C -0.638712 3.474543 -3.501507 0.0 0.1 0.2
C 0.092370 2.856153 -2.437195 0.5 -0.2 -1.3
C 1.477380 2.544258 -2.684722 -0.2 0.4 0.3
H 2.005623 1.959703 -1.932084 0.0 0.2 -0.2
C 2.098215 2.979006 -3.840682 0.1 -0.2 0.0
H 3.149963 2.738583 -4.012347 -0.4 0.1 0.1
C 1.386143 3.727120 -4.794992 -0.3 0.0 0.5
H 1.910851 4.132896 -5.665281 -0.3 -0.2 0.3
C 0.010197 3.966043 -4.619002 0.1 0.0 -0.2
H -0.534666 4.538809 -5.372941 0.1 -0.3 0.3
F -0.631928 -3.206100 2.731510 -0.1 -0.7 0.4
B -0.778578 -4.229665 3.776732 -0.2 0.5 -0.2
F -1.746500 -3.739075 4.700856 0.6 -0.3 -0.5
F -1.241548 -5.430144 3.184685 0.5 0.7 0.4
F 0.494382 -4.344287 4.385154 -0.7 -0.2 -0.3
```
Forces are in eV/Å.

Output
LUMO level ... -4.3 eV
Frontier orbital gap ... 3.5 eV
HOMO level ... -7.79 eV
Max |F| ... 2.2 eV/A
Relative energy (zero: lowest compared OMol25 entry of this formula, charge and spin) ... 15.9 kcal per mole
Calculated total energy ... -1410.8657 Ha
Spin multiplicity ... 1

Results of the Mulliken charge analysis, in e, for atoms 1 through 5: C -0.302; C -0.469; C -0.764; H 0.444; C -0.180

[3]
The following is a quantum chemistry calculation of C18H18BFeN as an isolated structure at a distorted geometry, from the OMol25 dataset.

Geometry as XYZ:
```
39
Properties=species:S:1:pos:R:3:forces:R:3
C 3.754966 0.049117 -1.451605 1.4 -1.0 0.9
C 2.606712 -0.834897 -1.651782 0.5 -1.6 0.7
C 2.263725 -1.416420 -0.359916 1.7 -1.7 -0.6
C 3.172316 -0.872576 0.637555 1.0 -1.1 -1.2
C 4.103301 0.014692 -0.038957 1.5 -1.8 -1.0
Fe 2.203150 0.551347 -0.349102 0.9 1.2 -0.2
C 1.843322 2.138312 0.751206 -1.1 1.6 -0.8
C 1.940385 2.497742 -0.655234 -1.1 1.4 1.0
C 0.967988 1.710424 -1.379435 -1.3 0.3 1.0
C 0.237245 0.872229 -0.447036 -2.4 2.3 0.4
C -0.889953 -0.005334 -0.980435 0.5 0.2 -0.6
C -2.295055 0.129223 -0.409428 -0.2 0.2 0.1
C -3.273911 -0.695954 -0.984047 0.0 0.1 0.2
C -4.605549 -0.602780 -0.584333 0.2 0.1 0.1
C -4.973594 0.315163 0.408271 0.3 -0.1 0.0
C -4.015145 1.172380 0.958457 0.1 -0.3 -0.2
C -2.678742 1.090692 0.540756 0.0 -0.4 -0.3
C 0.786616 1.134493 0.887019 -1.5 0.5 -1.0
H 4.296155 0.580566 -2.234550 -0.3 0.0 0.4
H 2.112627 -1.030477 -2.601518 0.1 0.1 0.4
H 1.481829 -2.145279 -0.160369 0.0 0.3 0.1
H 3.176155 -1.142535 1.693384 -0.3 0.2 -0.2
H 4.977059 0.485347 0.410256 -0.5 0.0 -0.1
H 2.385763 2.628796 1.555062 0.0 -0.4 -0.2
H 2.530729 3.298066 -1.093765 0.1 -0.4 0.2
H 0.743880 1.728341 -2.446021 0.3 0.0 0.4
H -0.981829 0.254045 -2.065836 0.1 0.0 0.7
H -2.971511 -1.416497 -1.754613 -0.2 0.2 0.4
H -5.347742 -1.257767 -1.047747 0.2 0.2 0.3
H -5.996406 0.324073 0.784140 0.2 0.1 -0.2
H -4.304138 1.885095 1.735098 0.1 -0.2 -0.3
H -1.929085 1.765224 0.959086 -0.2 -0.2 -0.1
H 0.501865 0.635452 1.814772 0.1 0.0 -0.4
H -0.534907 -1.043882 -1.013435 -0.4 0.0 0.5
B -0.757587 -2.673779 1.817159 -0.4 0.0 -1.0
H -1.804371 -2.190876 2.162014 0.2 -0.1 0.0
H -0.671549 -3.263170 0.745648 0.0 0.1 0.4
C 0.494059 -2.432306 2.589806 1.2 0.3 1.2
N 1.451208 -2.236293 3.259458 -0.7 0.0 -1.0
```
Forces are in eV/Å.

Output
LUMO level (spin up / spin down) ... -1.6 / -2.4 eV
Frontier orbital gap (spin up / spin down) ... 2.9 / 6.2 eV
HOMO level (spin up / spin down) ... -4.46 / -8.59 eV
⟨S²⟩ ... 6.0749
Max |F| ... 3.4 eV/A
Calculated total energy ... -2039.7493 Ha
Spin multiplicity ... 5

Results of the Mulliken charge analysis, in e, for atoms 1 through 5: C -0.409; C -0.578; C -0.282; C -0.431; C -0.848

[4]
The following is a quantum chemistry calculation of C18H18BrN6NaO2 as an isolated structure, from the OMol25 dataset.

Geometry as XYZ:
```
46
Properties=species:S:1:pos:R:3:forces:R:3
Na 0.899199 -0.281447 -2.837924 0.3 0.1 -0.2
O -3.429036 -1.534215 -2.565706 0.0 0.0 0.0
C -3.733724 -0.983810 -1.380567 0.0 0.0 0.1
C -5.011598 -1.167670 -0.846575 0.1 0.0 -0.1
C -5.349453 -0.615093 0.374168 0.0 0.0 0.0
C -4.428886 0.144502 1.084623 0.0 0.0 0.1
C -3.165810 0.334195 0.549830 0.0 0.0 -0.1
C -2.795287 -0.226656 -0.666263 0.0 0.2 0.1
C -1.388867 -0.021656 -1.209949 -0.1 0.2 0.6
O -1.258158 -0.250768 -2.526510 0.4 0.2 -0.5
N -0.527850 -0.930596 -0.371355 -0.3 -0.3 0.3
N 0.769671 -0.975360 -0.628811 0.2 0.1 -0.1
C 1.610822 -1.356486 0.254816 -0.3 0.0 0.1
C 3.016920 -1.509925 -0.036687 0.5 -0.1 0.1
Br 3.539055 -1.471674 -1.873625 -0.1 0.0 0.0
C 3.984725 -1.737741 0.860610 -0.1 0.1 -0.4
C 3.821341 -1.731003 2.318326 -0.1 0.0 0.2
C 3.083278 -0.748542 2.982775 0.0 -0.1 -0.1
C 2.967001 -0.769715 4.363195 0.0 0.0 0.0
C 3.590308 -1.764250 5.102145 0.0 0.0 0.0
C 4.344879 -2.731078 4.454164 0.0 0.0 0.0
C 4.466868 -2.710391 3.075337 0.0 0.0 0.0
H -2.507854 -1.179289 -2.769133 0.0 0.0 -0.1
H -5.720633 -1.755846 -1.414202 0.0 0.0 0.0
H -6.343767 -0.773890 0.772194 0.0 0.0 0.0
H -4.695399 0.588309 2.034607 0.0 0.0 0.0
H -2.442608 0.946721 1.081575 0.0 0.0 0.0
H -1.069139 1.013212 -0.935070 -0.1 -0.1 0.0
H -0.799978 -1.003643 0.606304 0.0 0.0 0.0
H 1.302440 -1.623532 1.266832 -0.1 0.0 0.0
H 4.980513 -1.960154 0.496732 0.0 0.0 0.0
H 2.625024 0.050209 2.413892 0.0 0.0 0.0
H 2.396290 0.001182 4.864435 0.0 0.0 0.0
H 3.499296 -1.778925 6.180251 0.0 0.0 0.0
H 4.842826 -3.503072 5.026019 0.0 0.0 0.0
H 5.059117 -3.465433 2.573293 0.0 0.0 0.0
N -1.301181 5.165496 -3.722191 0.0 0.1 0.0
C -0.652008 4.046056 -3.348381 0.2 0.0 -0.2
N -1.370608 2.925294 -3.185685 0.1 0.2 0.1
N 0.666655 4.143511 -3.219362 -0.3 0.1 0.1
C 1.244669 3.021608 -2.868656 -0.4 -0.3 -0.1
N 1.652632 1.975784 -2.581856 0.3 -0.2 0.0
H -2.301471 5.228072 -3.721692 0.0 0.0 0.0
H -0.756658 6.004262 -3.809320 0.0 0.0 0.0
H -2.366415 2.923457 -3.314717 0.0 0.0 0.0
H -0.947147 2.049986 -2.901889 -0.1 -0.1 -0.1
```
Forces are in eV/Å.

Output
LUMO level ... 0.1 eV
Frontier orbital gap ... 7.8 eV
HOMO level ... -7.71 eV
Max |F| ... 0.7 eV/A
Calculated total energy ... -3912.0910 Ha
Spin multiplicity ... 1

Results of the Mulliken charge analysis, in e, for atoms 1 through 5: Na 0.817; O -0.745; C 0.207; C -0.600; C -0.384

[5]
The following is a quantum chemistry calculation of one molecule with the formula C18H18Cl2N4O2S at a distorted geometry, from the OMol25 dataset.

Geometry as XYZ:
```
45
Properties=species:S:1:pos:R:3:forces:R:3
O -3.239622 -0.938802 3.780863 -1.0 -0.3 0.0
Cl 2.816373 6.143431 -1.299839 0.0 1.3 0.5
Cl 4.324574 5.311147 -4.005512 -0.6 -0.8 0.4
N 1.285306 1.469383 -0.530477 -0.7 -2.1 0.7
O -4.098422 -1.505304 1.750025 0.1 -0.9 -0.3
S 4.205630 -2.693580 -1.039314 -0.9 1.1 0.5
C -3.119491 -1.187200 2.601102 2.7 1.6 1.1
C 1.415533 0.200778 -0.262751 -0.1 1.1 0.1
C 2.984774 -1.792215 -0.148548 0.4 -0.3 0.4
C 4.132374 -1.517305 -2.324542 -1.7 0.0 2.9
C 2.537739 -0.705678 -0.816529 -1.2 0.6 0.5
C 3.209661 -0.549830 -2.071640 0.1 -1.2 0.4
C 2.090690 3.563211 -1.116018 0.5 1.2 -0.1
C 3.364947 2.728077 -3.373738 -0.5 1.7 1.6
C 2.731208 4.577776 -1.881582 -0.4 -2.8 -0.2
C 3.361517 4.175787 -3.052001 0.3 -2.6 -0.6
C 1.963670 2.221655 -1.455923 1.0 0.2 0.5
C 2.644290 1.769585 -2.578154 2.2 0.2 -2.9
N 2.824462 0.366931 -2.984581 -1.6 3.4 0.4
N -1.813716 -1.016744 2.038331 -1.9 -0.7 -0.5
N 0.510524 -0.296265 0.719542 1.8 -0.1 -1.6
C -6.320109 -2.217032 1.094776 -1.1 0.7 1.0
C -5.434367 -1.805598 2.250309 -0.7 0.1 1.0
C -1.535772 -1.609077 0.718495 -1.9 0.6 0.4
C -0.766774 -0.215626 2.668216 -1.8 0.2 3.4
C -0.078110 -1.651081 0.451926 0.9 0.1 0.5
C -0.054256 0.660772 1.750804 -0.7 0.3 -3.8
H 2.610421 -1.967442 0.864347 0.5 -0.6 -0.5
H 4.628430 -1.607693 -3.203110 1.6 -0.5 -2.3
H 1.795163 3.790475 -0.096513 -0.4 0.3 -0.3
H 4.094599 2.379799 -4.102796 -0.5 0.1 -0.1
H 2.958816 0.212112 -3.956586 0.3 -0.1 -0.4
H -6.111126 -3.123139 0.588822 0.6 -1.2 0.1
H -7.333254 -2.310832 1.556775 0.6 0.1 -0.6
H -6.347132 -1.507238 0.304791 -0.2 1.1 -0.5
H -5.537234 -2.693928 2.971990 1.1 1.6 -0.6
H -5.847382 -0.848284 2.732785 0.7 -1.5 -0.5
H -1.927769 -2.627923 0.723770 0.0 0.0 -0.2
H -2.155538 -1.005554 0.057917 0.4 -0.2 -0.9
H -0.071414 -0.912525 3.148934 0.1 0.3 0.2
H -1.201492 0.476694 3.488644 0.4 -1.6 -1.2
H 0.273233 -2.459503 1.150907 0.4 0.8 -0.5
H 0.163095 -2.011514 -0.587212 -0.3 0.7 1.0
H 0.766311 1.199769 2.152206 0.9 0.1 0.8
H -0.700363 1.529529 1.321088 0.7 -1.8 0.3
```
Forces are in eV/Å.

Output
LUMO level ... 0.2 eV
Frontier orbital gap ... 8.1 eV
HOMO level ... -7.86 eV
Max |F| ... 3.9 eV/A
Relative energy (zero: lowest compared OMol25 entry of this formula, charge and spin) ... 75.4 kcal per mole
Calculated total energy ... -2384.7263 Ha
Spin multiplicity ... 1

Results of the Mulliken charge analysis, in e, for atoms 1 through 5: O -0.641; Cl -0.193; Cl -0.200; N -0.445; O -0.261

> What is the max |F| in the fifth record?

3.9 eV/A

> What is the formula in the second record?

C18H18BBiF4O

> What is the formula in the fourth record?

C18H18BrN6NaO2